[1]
The following is a quantum chemistry calculation of an isolated ion of composition C18H35ClNO2 and charge +1, from the OMol25 dataset.

Each line ends with the Mulliken charge.
Positions of all 57 atoms, in Å:
C -1.131 4.965 2.960  -1.286
C -0.659 4.205 4.194  -0.384
C -0.849 2.697 4.043  -0.475
C -0.357 1.938 5.273  -0.796
C -0.655 0.439 5.229  -0.812
C 0.115 -0.299 4.136  -0.257
C -0.109 -1.808 4.218  -0.845
C 0.710 -2.604 3.201  -0.807
C 0.232 -2.396 1.765  -0.192
C 1.039 -3.254 0.798  -0.709
O 0.524 -3.157 -0.547  -0.324
C 0.912 -2.149 -1.285  0.697
O 1.686 -1.282 -0.981  -0.585
C 0.218 -2.254 -2.662  -0.749
N 0.520 -1.162 -3.614  0.217
C 1.963 -1.131 -3.917  -0.919
C 0.112 0.137 -3.045  -0.935
C -0.258 -1.426 -4.875  -0.667
C -0.043 -0.406 -5.948  -0.959
C -0.906 0.560 -6.259  0.876
C -0.732 1.529 -7.370  -1.252
Cl -2.377 0.772 -5.363  -0.151
H -0.569 4.655 2.081  0.315
H -2.187 4.778 2.777  0.318
H -0.991 6.035 3.094  0.391
H 0.398 4.419 4.370  0.331
H -1.215 4.552 5.067  0.342
H -0.305 2.361 3.157  0.267
H -1.909 2.483 3.886  0.290
H -0.841 2.360 6.157  0.388
H 0.719 2.090 5.385  0.305
H -0.392 0.005 6.196  0.390
H -1.727 0.288 5.081  0.322
H 1.181 -0.088 4.243  0.289
H -0.205 0.068 3.160  0.148
H -1.170 -2.027 4.081  0.348
H 0.168 -2.146 5.219  0.385
H 1.760 -2.315 3.278  0.392
H 0.639 -3.666 3.444  0.401
H -0.823 -2.667 1.687  0.281
H 0.342 -1.347 1.485  0.218
H 2.089 -2.947 0.797  0.355
H 0.958 -4.312 1.047  0.383
H -0.858 -2.291 -2.477  0.370
H 0.515 -3.212 -3.097  0.369
H 2.272 -2.069 -4.375  0.386
H 2.527 -0.976 -2.999  0.328
H 2.175 -0.312 -4.600  0.448
H 0.287 0.924 -3.775  0.457
H -0.948 0.121 -2.799  0.384
H 0.691 0.343 -2.148  0.351
H -1.318 -1.445 -4.614  0.473
H 0.038 -2.410 -5.245  0.474
H 0.844 -0.508 -6.555  0.375
H -1.545 1.424 -8.086  0.347
H -0.765 2.550 -6.991  0.342
H 0.211 1.368 -7.884  0.350

Results
- highest occupied orbital energy (hartree) = -0.458
- strongest force on any atom (eV/A) = 1.111
- total charge = +1
- Kohn-Sham gap (eV) = 10.0
- relative energy (zero: lowest compared OMol25 entry of this formula, charge and spin) (kcal/mol) = 0.00
- energy (Ha) = -1372.0587
- SMILES string = CCCCCCCCCCOC(=O)C[N+](C)(C)C/C=C(/C)Cl



[2]
The following is a quantum chemistry calculation of a 7-piece molecular cluster, C28H53IO8 overall, from the OMol25 dataset.

Each line ends with the Mulliken charge.
Positions of all 90 atoms, in Å:
O -5.539 1.320 3.383  -0.540
C -4.263 1.053 3.701  0.521
O -3.568 1.074 5.017  -0.326
C -2.374 0.166 5.051  -0.318
C -2.553 -0.728 3.665  -0.511
C -3.054 0.552 2.711  -0.475
I -3.506 -0.270 0.734  0.033
H -1.470 0.918 4.848  0.231
H -2.322 -0.387 6.081  0.279
H -3.575 -1.327 3.750  0.300
H -1.653 -1.373 3.284  0.335
H -2.274 1.424 2.721  0.399
C 0.011 0.346 -2.345  -0.429
C -0.313 1.790 -2.630  -0.504
C -0.408 2.374 -1.237  -0.392
O 0.488 1.621 -0.408  -0.438
C 0.909 0.457 -1.132  0.034
H 0.487 -0.171 -3.182  0.327
H -0.906 -0.195 -2.084  0.165
H 0.517 2.256 -3.175  0.239
H -1.226 1.929 -3.214  0.345
H -1.417 2.262 -0.827  0.172
H -0.135 3.433 -1.207  0.279
H 1.954 0.604 -1.425  -0.079
H 0.848 -0.422 -0.484  0.248
C 6.183 -0.300 -1.640  -0.569
C 5.845 -1.123 -0.424  -0.206
C 4.342 -0.968 -0.344  -0.551
O 3.870 -0.800 -1.688  -0.362
C 4.998 -0.567 -2.542  -0.118
H 7.138 -0.567 -2.101  0.266
H 6.217 0.763 -1.372  0.286
H 6.104 -2.173 -0.603  0.165
H 6.357 -0.795 0.485  0.246
H 4.064 -0.074 0.223  0.270
H 3.855 -1.835 0.111  0.351
H 5.153 -1.469 -3.144  0.143
H 4.785 0.269 -3.215  0.124
C 11.108 -1.466 0.446  -0.550
C 10.770 -2.288 1.663  -0.564
C 9.267 -2.134 1.742  -0.505
O 8.794 -1.965 0.399  -0.283
C 9.923 -1.733 -0.456  -0.425
H 12.063 -1.733 -0.014  0.347
H 11.142 -0.403 0.714  0.274
H 11.029 -3.339 1.483  0.262
H 11.282 -1.961 2.571  0.318
H 8.989 -1.239 2.309  0.300
H 8.780 -3.001 2.198  0.305
H 10.078 -2.635 -1.057  0.276
H 9.710 -0.897 -1.128  0.241
C 4.338 0.703 -7.873  -0.560
C 5.747 1.238 -7.873  -0.548
C 5.955 1.582 -6.415  -0.482
O 5.158 0.665 -5.653  -0.298
C 4.276 -0.025 -6.549  -0.387
H 4.114 0.057 -8.726  0.328
H 3.625 1.536 -7.876  0.272
H 6.444 0.446 -8.173  0.265
H 5.893 2.092 -8.538  0.325
H 5.604 2.595 -6.191  0.277
H 7.003 1.500 -6.110  0.280
H 4.637 -1.055 -6.645  0.288
H 3.267 -0.048 -6.129  0.237
C -8.526 -1.026 1.343  -0.365
C -8.617 -2.376 0.680  -0.641
C -7.185 -2.862 0.752  -0.482
O -6.609 -2.286 1.932  -0.378
C -7.499 -1.275 2.426  0.460
H -9.479 -0.664 1.735  0.253
H -8.144 -0.287 0.629  0.269
H -9.265 -3.036 1.268  0.265
H -9.004 -2.339 -0.342  0.375
H -6.604 -2.513 -0.108  0.234
H -7.115 -3.952 0.802  0.279
H -7.969 -1.660 3.338  0.241
H -6.930 -0.376 2.680  -0.424
C -9.241 2.998 4.693  -0.542
C -10.267 2.343 5.583  -0.530
C -11.200 1.708 4.576  -0.476
O -10.408 1.372 3.428  -0.407
C -9.127 2.004 3.558  -0.040
H -8.286 3.189 5.190  0.317
H -9.630 3.952 4.318  0.277
H -9.788 1.567 6.191  0.257
H -10.774 3.040 6.255  0.340
H -11.975 2.411 4.253  0.265
H -11.685 0.808 4.964  0.275
H -8.391 1.225 3.786  -0.040
H -8.851 2.478 2.612  0.285

Results
- highest occupied orbital energy (hartree) = -0.328
- strongest force on any atom (eV/A) = 9.230
- Kohn-Sham gap (eV) = 9.2
- energy (Ha) = -1998.0801
- SMILES string = O=C1OCC[C@H]1I.C1CCOC1.C1CCOC1.C1CCOC1.C1CCOC1.C1CCOC1.C1CCOC1



[3]
The following is a quantum chemistry calculation of a 2-piece molecular cluster, Cl2H5NSi2 overall, from the OMol25 dataset.

Each line ends with the Mulliken charge.
Positions of all 10 atoms, in Å:
N 0.665 1.074 0.188  -0.598
Si -0.918 0.411 0.431  0.354
Si 2.459 -0.870 -0.289  0.754
Cl 3.516 -0.631 1.521  -0.206
Cl 3.269 -0.015 -1.992  -0.138
H 1.126 1.605 1.038  0.225
H -2.033 1.336 -0.249  -0.095
H -1.000 -0.972 -0.340  -0.140
H -1.128 0.254 1.805  -0.123
H 1.834 -2.118 -0.167  -0.033

Results
- highest occupied orbital energy (hartree) = -0.321
- strongest force on any atom (eV/A) = 5.410
- Kohn-Sham gap (eV) = 8.0
- relative energy (zero: lowest compared OMol25 entry of this formula, charge and spin) (kcal/mol) = 87.02
- energy (Ha) = -1557.1039



[4]
The following is a quantum chemistry calculation of C4H9NO as an isolated structure, from the OMol25 dataset.

Each line ends with the Mulliken charge.
Positions of all 15 atoms, in Å:
C 0.503 -0.698 1.177  -1.069
C -0.045 -0.385 -0.185  0.734
C 0.389 -1.258 -1.306  -1.338
N -1.039 0.412 -0.308  -0.391
C -0.450 1.992 0.495  -0.153
O -0.691 1.975 1.696  -0.605
H 1.525 -1.090 1.147  0.325
H -0.156 -1.507 1.511  0.304
H 0.400 0.122 1.897  0.366
H 0.583 1.775 0.069  0.259
H 0.256 -0.793 -2.287  0.373
H -0.312 -2.092 -1.216  0.315
H 1.403 -1.642 -1.192  0.347
H -1.342 0.590 -1.262  0.271
H -1.025 2.598 -0.236  0.260

Results
- highest occupied orbital energy (hartree) = -0.313
- strongest force on any atom (eV/A) = 1.170
- Kohn-Sham gap (eV) = 9.0
- relative energy (zero: lowest compared OMol25 entry of this formula, charge and spin) (kcal/mol) = 68.51
- energy (Ha) = -287.7233



[5]
The following is a quantum chemistry calculation of one molecule with the formula C17H28N4O5S2, from the OMol25 dataset.

Each line ends with the Mulliken charge.
Positions of all 56 atoms, in Å:
C -5.253 -0.540 -1.649  -1.063
C -4.468 0.686 -2.099  -0.372
C -4.171 1.632 -0.937  -0.890
N -3.314 1.003 0.045  0.050
C -3.692 0.792 1.313  0.764
O -4.734 1.173 1.796  -0.661
C -2.688 -0.005 2.182  -0.916
N -1.398 -0.193 1.588  0.356
C -1.113 -1.099 0.615  -1.984
C 0.174 -0.894 0.178  0.886
S 0.843 -1.846 -1.174  1.348
O 1.699 -1.008 -1.956  -0.756
O -0.320 -2.399 -1.813  -0.760
N 1.721 -3.121 -0.598  0.021
C 2.962 -2.816 0.084  -0.752
C 2.633 -2.822 1.588  -0.171
C 1.306 -3.593 1.702  -0.470
C 0.987 -4.026 0.261  -0.825
C 0.686 0.194 0.917  0.451
S 2.244 1.044 0.875  1.418
O 2.429 1.563 2.202  -0.812
O 3.266 0.183 0.355  -0.597
N 1.855 2.317 -0.140  0.119
C 2.215 2.079 -1.529  -0.489
C 3.652 2.589 -1.640  -0.706
C 3.674 3.800 -0.697  -0.483
C 2.450 3.597 0.221  -0.825
C -0.313 0.599 1.770  -1.142
H -5.479 -1.177 -2.500  0.371
H -6.186 -0.242 -1.179  0.328
H -4.679 -1.122 -0.932  0.189
H -5.041 1.234 -2.848  0.336
H -3.527 0.372 -2.559  0.304
H -3.682 2.540 -1.307  0.307
H -5.092 1.909 -0.419  0.443
H -2.450 0.615 -0.303  0.065
H -2.586 0.527 3.130  0.379
H -3.151 -0.976 2.388  0.313
H -1.818 -1.834 0.282  0.518
H 3.682 -3.600 -0.166  0.415
H 3.337 -1.855 -0.259  0.292
H 2.531 -1.799 1.948  -0.075
H 3.429 -3.301 2.154  0.490
H 1.392 -4.458 2.358  0.416
H 0.518 -2.950 2.094  0.125
H 1.351 -5.040 0.071  0.413
H -0.069 -3.977 0.002  0.376
H 2.115 1.021 -1.765  0.202
H 1.536 2.664 -2.156  0.458
H 3.921 2.846 -2.662  0.493
H 4.324 1.811 -1.281  0.217
H 4.597 3.841 -0.122  0.297
H 3.576 4.732 -1.254  0.276
H 2.704 3.567 1.279  0.353
H 1.699 4.375 0.057  0.402
H -0.287 1.390 2.491  0.560

Results
- highest occupied orbital energy (hartree) = -0.345
- strongest force on any atom (eV/A) = 1.166
- Kohn-Sham gap (eV) = 9.8
- relative energy (zero: lowest compared OMol25 entry of this formula, charge and spin) (kcal/mol) = 0.00
- energy (Ha) = -2056.1715
- SMILES string = CCCNC(=O)Cn1cc(S(=O)(=O)N2CCCC2)c(S(=O)(=O)N2CCCC2)c1